The following is a DFT calculation (ωB97M-V/def2-TZVPD) of a 7-piece molecular cluster, C24H67N5O7 overall.

XYZ file:
```
103
C24H67N5O7 ωB97M-V/def2-TZVPD
C 0.052 -1.315 2.697
O 0.334 -2.616 3.243
C -0.375 -3.658 2.603
C -1.558 -4.046 3.513
C -1.139 -4.503 4.949
N -2.207 -5.105 2.868
H 0.283 -0.587 3.475
H -1.010 -1.133 2.535
H 0.497 -1.086 1.729
H -0.571 -3.484 1.545
H 0.265 -4.538 2.552
H -2.091 -3.133 3.775
H -0.755 -5.515 4.818
H -2.036 -4.640 5.554
H -0.432 -3.847 5.456
H -2.734 -5.614 3.563
H -2.830 -4.597 2.257
C -0.675 -1.215 -4.465
O -1.825 -0.621 -5.020
C -1.666 -0.097 -6.331
C -0.894 1.272 -6.223
C -1.726 2.491 -5.682
N -0.493 1.642 -7.535
H -0.441 -2.137 -4.996
H -0.992 -1.257 -3.423
H 0.130 -0.485 -4.368
H -1.120 -0.767 -6.996
H -2.624 -0.024 -6.845
H -0.019 1.201 -5.578
H -1.928 2.215 -4.647
H -2.566 2.543 -6.375
H -1.150 3.409 -5.567
H -0.149 2.590 -7.482
H 0.384 1.183 -7.736
C 2.534 4.376 -0.478
O 2.362 5.578 -1.115
C 0.960 5.847 -1.263
C 0.778 7.295 -1.747
C 0.951 8.411 -0.712
N -0.542 7.334 -2.286
H 3.606 4.209 -0.377
H 2.123 3.508 -0.992
H 2.090 4.276 0.513
H 0.527 5.076 -1.900
H 0.493 5.745 -0.284
H 1.545 7.397 -2.515
H 0.102 8.319 -0.035
H 0.956 9.365 -1.237
H 1.876 8.350 -0.137
H -0.675 8.205 -2.779
H -0.550 6.809 -3.149
C -2.397 3.376 4.541
O -1.038 3.355 4.025
C -0.027 3.747 4.995
C -0.112 5.197 5.572
C 0.170 6.283 4.535
N 0.780 5.339 6.655
H -2.695 4.425 4.526
H -2.375 3.131 5.602
H -3.133 2.795 3.986
H 0.154 2.977 5.745
H 0.935 3.838 4.491
H -1.113 5.382 5.963
H 0.284 7.329 4.821
H -0.455 6.282 3.641
H 1.131 6.022 4.091
H 0.699 4.485 7.187
H 0.415 5.958 7.365
C -5.632 -2.313 0.192
O -5.160 -3.513 -0.504
C -4.569 -3.250 -1.806
C -4.382 -4.552 -2.763
C -3.220 -5.428 -2.406
N -4.240 -4.216 -4.144
H -4.741 -1.748 0.466
H -6.284 -2.676 0.986
H -6.232 -1.722 -0.499
H -5.278 -2.594 -2.311
H -3.727 -2.579 -1.632
H -5.352 -5.028 -2.622
H -3.371 -5.713 -1.365
H -2.213 -5.026 -2.521
H -3.307 -6.401 -2.890
H -3.814 -3.300 -4.147
H -5.173 -4.148 -4.524
C 4.868 -1.689 0.491
C 5.419 -1.270 -0.863
O 6.092 -0.080 -0.711
H 4.147 -2.498 0.375
H 4.389 -0.801 0.903
H 5.541 -1.947 1.308
H 4.647 -1.132 -1.620
H 6.113 -1.973 -1.323
H 6.434 0.215 -1.558
C 5.389 -6.792 1.553
C 5.940 -7.788 0.542
O 7.256 -8.215 0.929
H 5.542 -7.309 2.500
H 4.319 -6.584 1.538
H 5.973 -5.873 1.525
H 5.953 -7.315 -0.440
H 5.299 -8.665 0.457
H 7.078 -8.627 1.778
```

SMILES: COC[C@H](C)N.COC[C@H](C)N.COC[C@H](C)N.COC[C@H](C)N.COC[C@H](C)N.CCO.CCO
Orbital gap, eV: 9.39
E_LUMO, eV: 0.20
Total charge: 0
Highest occupied orbital energy, eV: -9.188

The following is a DFT calculation (ωB97M-V/def2-TZVPD) of C24H67N6O7Ti2 as an isolated structure.

XYZ file:
```
106
C24H67N6O7Ti2 ωB97M-V/def2-TZVPD
Ti 0.676 -2.075 1.358
Ti -1.324 -1.968 -1.136
O 0.205 -0.509 -0.196
H -0.082 0.120 0.494
C 0.044 2.988 1.300
C -1.294 2.205 1.102
C -2.621 3.022 1.470
O -2.684 3.539 2.812
C -3.391 2.666 3.693
N -1.242 1.879 -0.284
H 0.097 3.306 2.341
H 0.038 3.860 0.646
H 0.964 2.413 1.184
H -1.364 1.288 1.688
H -3.537 2.522 1.155
H -2.722 3.922 0.863
H -4.359 2.367 3.291
H -3.564 3.252 4.596
H -2.762 1.835 4.011
H -0.559 1.141 -0.380
H -0.812 2.624 -0.813
C 0.048 0.521 4.262
C 0.841 -0.762 4.574
C 0.712 -1.223 6.001
O 1.294 -2.528 6.217
C 0.714 -3.366 7.248
N 0.169 -1.759 3.776
H -1.005 0.315 4.069
H 0.450 0.842 3.301
H 0.154 1.316 5.000
H 1.912 -0.685 4.389
H -0.328 -1.124 6.311
H 1.048 -0.513 6.757
H 1.235 -4.323 7.267
H -0.295 -3.615 6.920
H 0.815 -2.903 8.230
H 0.674 -2.598 4.020
H -0.782 -1.830 4.108
C 4.817 -0.968 2.743
C 3.729 -0.075 2.174
C 4.319 0.906 1.108
O 5.359 1.705 1.632
C 6.121 2.412 0.686
N 2.830 -1.056 1.555
H 5.699 -0.415 3.064
H 5.214 -1.660 2.000
H 4.402 -1.593 3.533
H 3.211 0.346 3.036
H 3.550 1.547 0.677
H 4.751 0.364 0.267
H 5.464 3.230 0.390
H 6.510 1.743 -0.081
H 7.007 2.935 1.047
H 3.414 -1.730 1.081
H 2.321 -0.613 0.803
C -1.462 0.510 -4.931
C -0.455 0.800 -3.877
C -0.410 2.361 -3.579
O 0.433 2.734 -2.496
C 1.831 2.717 -2.782
N -0.944 0.054 -2.709
H -2.392 0.905 -4.522
H -1.556 -0.551 -5.162
H -1.259 1.140 -5.797
H 0.518 0.378 -4.129
H -1.408 2.737 -3.352
H -0.093 2.965 -4.429
H 2.163 1.685 -2.905
H 2.193 3.147 -1.848
H 2.051 3.375 -3.623
H -1.903 0.314 -2.529
H -0.513 0.208 -1.809
C -4.441 2.121 -2.298
C -4.596 0.854 -1.364
C -5.728 -0.072 -1.891
O -6.962 0.631 -2.025
C -8.101 -0.095 -2.499
N -3.354 0.149 -1.205
H -3.752 2.784 -1.774
H -5.413 2.611 -2.238
H -4.109 1.942 -3.320
H -4.911 1.152 -0.364
H -5.841 -1.058 -1.441
H -5.490 -0.235 -2.942
H -8.956 0.548 -2.707
H -8.441 -0.861 -1.802
H -7.823 -0.504 -3.470
H -2.768 0.698 -0.593
H -3.424 -0.628 -0.563
C 3.141 -1.711 -2.930
C 2.060 -2.747 -2.600
C 2.376 -4.195 -3.011
O 2.259 -4.221 -4.459
C 2.681 -5.406 -5.080
N 1.862 -2.546 -1.186
H 2.632 -0.768 -2.730
H 3.493 -1.656 -3.960
H 4.005 -1.676 -2.267
H 1.137 -2.417 -3.078
H 1.590 -4.769 -2.520
H 3.308 -4.592 -2.607
H 2.755 -5.121 -6.129
H 1.893 -6.154 -4.989
H 3.619 -5.861 -4.762
H 1.283 -1.719 -1.155
H 1.138 -3.199 -0.926
```

<S²>: 12.003
Orbital gap (spin up / spin down), eV: 6.00 / 8.44
E_LUMO (spin up / spin down), eV: -2.39 / -2.94
Total charge: +1
Highest occupied orbital energy (spin up / spin down), eV: -8.386 / -11.387
Spin multiplicity: 7

The following is a DFT calculation (ωB97M-V/def2-TZVPD) of a 8-piece molecular cluster, C24H68N4O8 overall.

XYZ file:
```
104
C24H68N4O8 ωB97M-V/def2-TZVPD
C 19.808 0.511 21.784
O 20.759 -0.252 22.456
C 21.410 -1.254 21.695
C 20.440 -2.280 21.079
C 19.663 -2.995 22.200
N 21.334 -3.265 20.352
H 19.063 -0.065 21.226
H 20.291 1.144 21.025
H 19.324 1.105 22.549
H 21.939 -0.727 20.888
H 22.129 -1.828 22.277
H 19.766 -1.783 20.387
H 18.961 -2.278 22.636
H 20.305 -3.559 22.870
H 19.025 -3.725 21.684
H 20.664 -3.894 19.908
H 21.756 -3.772 21.128
C 14.600 -4.532 19.055
O 14.371 -5.936 19.050
C 13.024 -6.201 19.300
C 12.664 -7.463 18.539
C 12.677 -7.188 17.035
N 11.302 -7.906 18.873
H 14.139 -4.121 18.147
H 15.673 -4.386 19.105
H 14.073 -3.993 19.851
H 12.874 -6.346 20.377
H 12.310 -5.440 18.966
H 13.399 -8.237 18.802
H 13.654 -7.209 16.557
H 12.240 -6.199 16.839
H 11.955 -7.814 16.506
H 11.132 -8.840 18.536
H 11.132 -7.822 19.869
C 22.770 -9.036 11.155
O 23.561 -8.642 12.268
C 22.880 -8.441 13.505
C 22.157 -7.093 13.609
C 21.847 -6.758 15.070
N 20.811 -7.113 12.936
H 22.348 -8.186 10.604
H 21.885 -9.635 11.438
H 23.392 -9.698 10.550
H 22.164 -9.268 13.610
H 23.645 -8.522 14.278
H 22.790 -6.316 13.173
H 21.340 -7.628 15.501
H 21.187 -5.895 15.154
H 22.711 -6.481 15.681
H 20.380 -7.970 13.274
H 20.943 -7.175 11.935
C 21.877 -3.438 12.372
O 21.202 -2.304 12.987
C 20.920 -2.561 14.320
C 22.197 -2.487 15.180
C 21.860 -2.574 16.680
N 22.975 -1.283 14.903
H 22.856 -3.553 12.832
H 21.748 -3.216 11.315
H 21.247 -4.318 12.566
H 20.238 -1.784 14.673
H 20.418 -3.523 14.493
H 22.793 -3.386 14.993
H 22.293 -3.441 17.168
H 20.768 -2.605 16.798
H 22.145 -1.695 17.257
H 22.449 -0.440 15.096
H 23.242 -1.268 13.924
C 18.936 -9.051 19.683
C 17.467 -8.982 19.353
O 17.015 -7.638 19.490
H 19.142 -8.660 20.679
H 19.514 -8.439 18.986
H 19.262 -10.089 19.626
H 16.877 -9.601 20.055
H 17.202 -9.474 18.405
H 16.095 -7.495 19.237
C 15.835 -1.367 17.329
C 17.216 -0.876 17.771
O 17.852 -0.420 16.588
H 15.261 -0.538 16.938
H 15.297 -1.964 18.068
H 16.076 -2.151 16.600
H 17.807 -1.693 18.195
H 17.044 -0.122 18.548
H 18.786 -0.289 16.787
C 16.934 -2.964 13.620
C 17.653 -3.734 12.547
O 18.604 -2.955 11.876
H 16.129 -2.326 13.238
H 17.599 -2.328 14.204
H 16.350 -3.559 14.335
H 16.954 -4.119 11.805
H 18.145 -4.634 12.934
H 19.329 -2.727 12.488
C 18.157 -5.737 16.092
C 18.333 -4.846 17.333
O 19.146 -5.514 18.330
H 18.007 -6.772 16.411
H 19.112 -5.686 15.569
H 17.232 -5.474 15.579
H 17.332 -4.702 17.775
H 18.815 -3.887 17.149
H 18.615 -6.239 18.693
```

SMILES: COC[C@H](C)N.COC[C@H](C)N.COC[C@H](C)N.COC[C@H](C)N.CCO.CCO.CCO.CCO
Orbital gap, eV: 9.60
E_LUMO, eV: 0.54
Total charge: 0
Highest occupied orbital energy, eV: -9.067